No. 1
{
  "formula": "C45H50HgI2N5O2P2S2",
  "method": "wB97M-V/def2-TZVPD",
  "lumo_energy_ev": [-0.1, -1.7],
  "e_tot_ev": -119641.9702,
  "spin_multiplicity": 2,
  "e_above_lowest_ev": 3.948,
  "orbital_gap_ev": [6.8, 5.1],
  "species": ["Hg", "I", "I", "S", "S", "P", "P", "O", "O", "N", "N", "N", "N", "N", "C", "C", "C", "C", "C", "C", "C", "C", "C", "C", "C", "C", "C", "C", "C", "C", "C", "C", "C", "C", "C", "C", "C", "C", "C", "C", "C", "C", "C", "C", "C", "C", "C", "C", "C", "C", "C", "C", "C", "C", "C", "C", "C", "C", "C", "H", "H", "H", "H", "H", "H", "H", "H", "H", "H", "H", "H", "H", "H", "H", "H", "H", "H", "H", "H", "H", "H", "H", "H", "H", "H", "H", "H", "H", "H", "H", "H", "H", "H", "H", "H", "H", "H", "H", "H", "H", "H", "H", "H", "H", "H", "H", "H", "H", "H"],
  "positions_angstrom": [[-0.778, -0.968, -1.257], [-6.035, -3.511, 3.827], [-3.199, -5.389, -1.034], [-1.696, -2.359, 2.999], [-0.602, -1.367, -4.376], [2.767, 0.730, -0.525], [-0.446, 1.906, 0.454], [0.596, -3.464, 0.035], [-2.886, -2.313, -1.390], [-0.461, 0.673, -6.158], [-0.448, 1.332, -2.777], [-0.398, 1.344, -4.154], [-3.755, -0.112, -0.022], [-0.329, 2.037, -6.237], [-0.283, 3.492, 1.391], [6.212, 3.662, 0.536], [-1.820, -4.147, 2.757], [2.412, -0.142, 1.081], [-0.495, 0.200, -4.899], [0.089, 5.923, 2.723], [0.957, 4.133, 1.374], [4.122, 3.163, -0.537], [-3.973, 2.587, -1.494], [4.208, -0.019, -2.736], [-0.033, 0.747, 1.832], [3.826, -0.447, -1.462], [-0.841, -2.332, 4.594], [-5.206, -0.555, 2.600], [-5.168, 0.764, 2.415], [5.229, 1.473, 0.751], [-2.264, 1.844, 0.220], [-0.139, 3.825, -4.541], [4.957, -2.536, -1.883], [1.828, -5.478, 0.213], [4.965, -0.827, -3.565], [-2.695, 2.634, -0.782], [4.212, -1.715, -1.042], [1.146, 5.335, 2.045], [5.338, -2.096, -3.140], [4.143, 1.865, -0.029], [6.250, 2.366, 1.038], [-3.880, -3.798, 0.141], [-4.996, -2.968, 2.072], [0.356, -4.247, -1.146], [-4.979, 0.764, -0.109], [-1.148, 5.293, 2.750], [-4.045, -1.413, 0.506], [-4.959, 1.717, -1.267], [-3.156, 0.864, 0.933], [1.392, -4.216, 0.952], [5.149, 4.058, -0.260], [1.497, 0.625, 2.083], [-4.732, -1.636, 1.715], [-4.567, 1.436, 1.228], [-4.600, -4.035, 1.284], [0.654, -5.682, -0.746], [-0.299, 2.428, -5.010], [-1.332, 4.082, 2.097], [-3.568, -2.488, -0.318], [5.240, -3.529, -1.556], [5.258, -0.477, -4.547], [0.809, 3.945, -4.012], [3.918, -2.073, -0.066], [-0.145, 4.488, -5.402], [1.032, -3.914, -1.941], [-2.299, 3.592, 2.133], [-2.653, 0.382, 1.771], [-5.825, 1.720, -1.920], [-0.439, -0.236, 1.583], [-0.873, -1.308, 4.964], [0.267, 1.902, -2.346], [7.087, 2.052, 1.651], [-0.673, -4.086, -1.468], [-0.926, -4.631, 3.150], [3.282, 3.472, -1.151], [5.290, 0.461, 1.136], [-4.669, 2.521, 1.256], [-1.353, -2.985, 5.299], [-0.199, -6.110, -0.215], [-5.654, -0.891, 3.524], [-1.890, -4.325, 1.684], [2.118, 5.814, 2.028], [7.010, 4.358, 0.763], [2.232, -3.613, 1.299], [1.910, 1.632, 2.209], [2.740, -5.289, -0.352], [0.889, -6.312, -1.604], [-0.530, 0.115, -6.988], [-1.371, 1.565, -2.429], [-1.975, 5.743, 3.286], [1.952, -1.103, 0.827], [5.916, -2.741, -3.791], [-0.945, 4.106, -3.862], [0.225, 6.870, 3.230], [-1.980, 3.371, -1.152], [-4.072, 3.276, -2.326], [-5.908, 0.201, -0.075], [1.776, 3.688, 0.817], [-2.705, -4.535, 3.259], [-0.507, 1.111, 2.746], [1.595, 0.114, 3.043], [5.117, 5.060, -0.670], [3.896, 0.964, -3.077], [3.362, -0.332, 1.582], [0.196, -2.646, 4.473], [0.781, -4.470, 1.824], [-5.567, 1.406, 3.192], [-4.836, -5.047, 1.584], [1.999, -6.316, 0.888]],
  "forces_ev_per_a": [[-0.82, -0.65, -0.30], [0.11, 0.00, -0.08], [-0.29, -0.02, 0.16], [0.13, -0.03, 0.07], [-0.10, -0.29, 0.25], [0.21, 0.09, 0.11], [0.14, 0.60, 0.48], [0.03, 0.09, -0.01], [0.80, 0.45, -0.23], [0.02, 0.14, 0.12], [-0.01, 0.06, -0.03], [-0.02, 0.18, 0.00], [-0.19, 0.12, -0.09], [-0.02, -0.10, -0.18], [0.13, 0.03, -0.17], [-0.07, -0.02, -0.03], [0.13, 0.16, 0.09], [-0.57, 0.14, -0.14], [0.15, -0.05, -0.09], [-0.03, 0.01, 0.02], [-0.13, -0.01, -0.02], [-0.03, -0.04, 0.10], [-0.07, 0.04, -0.03], [-0.03, 0.00, 0.03], [0.45, -0.18, -0.39], [-0.24, -0.10, -0.03], [-0.10, -0.06, -0.23], [-0.04, 0.04, 0.06], [0.11, 0.00, -0.08], [0.00, 0.04, 0.05], [0.06, -0.07, -0.26], [0.01, -0.03, 0.01], [0.03, -0.05, 0.05], [-0.14, 0.04, -0.02], [0.04, 0.02, -0.01], [0.08, -0.05, 0.20], [-0.05, 0.03, -0.10], [0.06, -0.03, -0.01], [-0.03, 0.00, 0.04], [-0.20, 0.14, -0.04], [0.05, 0.00, 0.03], [0.03, 0.23, -0.49], [-0.20, 0.01, 0.15], [0.05, 0.00, -0.09], [0.14, -0.04, 0.10], [-0.03, -0.06, 0.04], [0.18, -0.28, -0.21], [0.00, 0.03, 0.03], [-0.03, -0.08, 0.00], [-0.06, -0.16, 0.07], [0.01, 0.02, -0.02], [0.02, 0.14, -0.27], [-0.10, -0.08, -0.21], [-0.01, 0.05, -0.02], [-0.11, 0.01, 0.04], [0.07, 0.06, 0.04], [-0.05, -0.04, 0.22], [0.11, -0.02, 0.01], [-0.01, -0.10, 0.65], [0.00, 0.02, 0.04], [-0.02, 0.01, 0.02], [-0.03, 0.01, 0.02], [-0.02, -0.08, 0.09], [-0.01, 0.00, 0.00], [0.04, 0.00, -0.02], [-0.02, 0.05, -0.03], [-0.05, 0.06, 0.06], [0.02, 0.04, 0.03], [-0.02, -0.08, 0.11], [0.03, -0.02, 0.03], [0.15, -0.10, 0.08], [-0.04, -0.01, -0.02], [0.06, 0.06, 0.06], [-0.02, -0.01, -0.01], [0.04, 0.01, -0.01], [0.00, 0.02, -0.03], [0.03, 0.00, 0.09], [0.03, 0.06, 0.06], [0.00, 0.01, -0.05], [0.02, -0.02, -0.02], [0.03, -0.05, 0.10], [-0.03, -0.01, -0.02], [0.00, -0.02, -0.01], [0.06, 0.13, -0.05], [0.02, -0.01, 0.19], [0.10, -0.01, -0.02], [0.00, -0.01, 0.03], [0.02, -0.02, -0.05], [-0.08, 0.21, -0.04], [0.03, -0.01, -0.02], [0.02, -0.03, 0.01], [-0.01, 0.01, 0.01], [0.00, 0.00, 0.00], [0.01, -0.03, -0.01], [-0.02, -0.11, -0.18], [-0.01, -0.02, 0.02], [-0.01, -0.05, 0.00], [0.02, 0.05, 0.02], [0.02, -0.06, -0.02], [-0.02, -0.14, 0.06], [0.10, 0.07, 0.04], [0.00, -0.02, 0.03], [0.02, -0.03, -0.02], [-0.05, -0.16, 0.06], [0.01, -0.01, 0.10], [0.01, 0.04, -0.02], [-0.03, -0.05, 0.01], [0.03, 0.00, -0.02], [0.01, 0.00, -0.01]]
}

No. 2
{
  "formula": "C45H52BrN10O6PS2Ti",
  "method": "wB97M-V/def2-TZVPD",
  "lumo_energy_ev": [-1.0, -1.0],
  "e_tot_ev": -198805.2252,
  "spin_multiplicity": 3,
  "e_above_lowest_ev": 0.720,
  "orbital_gap_ev": [3.9, 6.0],
  "species": ["Br", "Ti", "S", "S", "P", "O", "O", "O", "O", "O", "O", "N", "N", "N", "N", "N", "N", "N", "N", "N", "N", "C", "C", "C", "C", "C", "C", "C", "C", "C", "C", "C", "C", "C", "C", "C", "C", "C", "C", "C", "C", "C", "C", "C", "C", "C", "C", "C", "C", "C", "C", "C", "C", "C", "C", "C", "C", "C", "C", "C", "C", "C", "C", "C", "C", "C", "H", "H", "H", "H", "H", "H", "H", "H", "H", "H", "H", "H", "H", "H", "H", "H", "H", "H", "H", "H", "H", "H", "H", "H", "H", "H", "H", "H", "H", "H", "H", "H", "H", "H", "H", "H", "H", "H", "H", "H", "H", "H", "H", "H", "H", "H", "H", "H", "H", "H", "H", "H"],
  "positions_angstrom": [[-3.381, -3.694, 4.593], [0.078, -0.970, 0.204], [-2.686, 0.638, 2.008], [-1.523, 6.856, -2.293], [2.451, -3.704, 1.344], [-3.459, -0.159, 1.040], [-1.662, 7.222, -3.714], [4.106, 2.693, -2.486], [-2.558, 6.080, -1.611], [-2.513, 0.373, 3.397], [3.078, 4.618, -3.087], [1.064, 0.392, 1.486], [-4.551, 6.211, 1.468], [-0.074, -2.373, 1.678], [0.038, 2.079, 2.878], [-1.811, -1.304, -0.908], [3.086, 3.439, -2.593], [0.408, 1.367, -1.434], [-1.108, 0.611, 1.307], [0.615, 3.440, -2.286], [-2.800, -4.037, -1.614], [-0.112, -1.924, 3.000], [1.900, 2.848, -2.216], [4.169, -3.325, 1.906], [6.697, -2.616, 2.669], [1.950, -8.264, 1.554], [2.290, 0.648, 2.080], [3.162, -3.431, -2.575], [-4.303, 4.899, 1.707], [-1.118, -2.346, 3.842], [0.214, 4.752, -2.862], [-3.487, 2.262, 1.880], [2.928, -6.198, 2.318], [-4.243, 2.640, 0.780], [-1.710, 2.577, -1.851], [2.488, -2.336, -3.063], [-2.007, -3.743, 2.015], [-3.266, 3.099, 2.954], [-0.925, -3.366, 1.212], [1.628, -1.612, -2.204], [1.164, 2.156, 3.529], [0.026, 5.878, -1.867], [2.382, -5.489, 1.211], [-1.908, -0.968, -2.310], [-3.554, -3.756, -2.874], [6.571, -3.511, 1.676], [2.312, -3.062, -0.344], [-2.920, -2.719, -3.874], [-2.059, -3.248, 3.350], [2.712, -7.544, 2.520], [1.684, -6.216, 0.246], [-1.283, 8.511, -1.500], [3.112, -3.756, -1.238], [1.540, -7.597, 0.454], [1.412, -1.984, -0.812], [-3.629, 4.431, 2.857], [-1.998, 9.754, -2.014], [2.317, 1.371, 3.248], [5.628, -2.084, 3.410], [4.361, -2.448, 3.013], [-0.028, 1.122, 1.933], [5.252, -3.943, 1.308], [-0.245, 2.462, -1.832], [-1.661, -2.055, -3.387], [-4.599, 3.981, 0.670], [1.700, 1.607, -1.703], [-5.079, 4.304, -0.201], [-2.018, 1.706, -1.252], [-3.835, -4.600, -3.499], [-2.076, -2.326, -0.894], [-1.637, 9.975, -3.008], [-3.433, -4.688, -1.064], [0.770, -1.327, 3.341], [1.045, 4.956, -3.615], [3.039, -8.024, 3.445], [1.021, -8.147, -0.365], [-3.754, -2.047, -4.139], [3.483, -5.586, 3.013], [-4.506, -3.384, -2.576], [-1.966, -4.578, -1.930], [-0.190, 8.624, -1.678], [-0.733, 4.691, -3.418], [-4.461, 1.889, -0.023], [-2.788, -4.316, 1.571], [5.051, -4.749, 0.561], [2.733, -2.002, -4.102], [-2.692, -3.242, -4.767], [1.289, -5.751, -0.654], [3.163, 0.287, 1.599], [-0.261, 5.481, -0.874], [-1.788, 10.653, -1.458], [3.643, -4.603, -0.870], [1.244, 2.953, 4.311], [3.211, 1.432, 3.877], [-2.780, 2.730, 3.887], [-2.890, -0.482, -2.545], [1.046, -0.813, -2.635], [-1.167, -1.540, -4.202], [1.830, -9.317, 1.699], [-4.326, 6.595, 0.506], [-1.091, -2.065, 4.894], [7.685, -2.187, 2.836], [2.494, 0.889, -1.577], [-1.398, 8.367, -0.416], [-2.537, -0.862, -0.331], [-3.101, 9.615, -2.064], [5.683, -1.546, 4.304], [-4.269, 6.928, 2.161], [7.407, -3.876, 1.107], [-1.171, -0.147, -2.489], [-2.070, 3.493, -1.352], [-0.897, -2.725, -3.002], [-3.607, 4.989, 3.813], [-2.089, 2.512, -2.897], [0.938, 6.579, -1.765], [-0.770, -3.805, 0.220], [3.748, -4.032, -3.246], [3.510, -2.115, 3.571]],
  "forces_ev_per_a": [[-0.56, -0.42, -0.11], [-1.74, 1.95, 0.03], [1.19, 1.28, -3.04], [-0.63, 1.39, -0.53], [-0.64, 1.24, 1.21], [0.52, 0.02, 1.55], [0.45, -1.31, 1.59], [-2.10, 2.32, -0.31], [0.44, 0.60, -0.68], [-0.57, -0.78, 0.76], [0.31, -2.78, 1.42], [2.02, 1.90, 1.00], [0.14, 3.44, -0.94], [-0.98, -0.72, 1.45], [-0.88, -0.13, -0.65], [-0.51, -2.28, 0.14], [2.79, 0.56, -1.38], [-0.35, 0.32, -0.35], [-2.75, 0.93, 0.77], [-0.57, -0.38, 0.15], [-0.48, -1.66, -1.02], [0.13, -1.38, -1.54], [-2.17, 0.80, 0.22], [-0.12, -0.38, 0.12], [1.32, 2.15, 1.42], [1.71, 0.59, 1.76], [-2.85, 0.01, -0.07], [0.52, -0.41, -0.25], [1.32, -1.35, -0.60], [1.20, -0.26, -0.04], [1.15, -0.32, -1.67], [0.91, -1.49, 0.49], [-0.40, 0.35, -0.41], [0.48, -0.14, -0.76], [-0.42, -0.15, 0.32], [-0.43, 1.41, -0.11], [0.64, 0.93, 1.31], [0.43, 0.42, 0.64], [0.16, 1.65, 1.90], [0.57, -1.68, 0.45], [1.48, 0.24, 1.00], [0.76, 1.58, 0.80], [0.41, -0.94, 0.07], [-0.02, 2.26, -1.52], [0.12, 0.73, -0.41], [-2.24, -1.58, -1.63], [-0.65, 0.73, -1.08], [-0.72, -0.79, 1.25], [0.09, 0.04, -1.44], [-0.75, -0.16, -0.34], [0.52, -0.18, 0.78], [1.57, -0.56, 0.86], [-0.61, 0.38, -0.34], [-1.56, 0.05, -2.52], [3.34, -1.82, -1.90], [-1.27, -0.11, 1.00], [-1.09, -0.95, -0.92], [-0.01, 0.81, 0.28], [-0.86, -1.73, -1.56], [0.15, -0.76, -1.04], [0.69, -1.60, 0.10], [0.90, 0.18, 0.03], [1.19, 0.73, -0.16], [-0.03, 1.22, 1.11], [0.66, -0.86, 1.56], [1.17, -0.56, 0.17], [-0.76, 0.60, -1.07], [-0.38, 0.35, -0.35], [0.38, -0.73, 0.30], [0.24, 1.01, 0.34], [-0.14, -0.11, -0.45], [1.35, 0.89, -0.76], [-1.18, -0.31, -0.50], [-1.41, 0.13, 1.07], [0.09, 0.09, -0.40], [0.37, 0.29, 0.77], [0.68, 0.27, 0.13], [0.13, -0.23, 0.38], [-0.74, 0.55, 0.49], [-0.75, 0.26, 0.79], [-0.54, 0.13, 0.20], [0.32, -0.74, 0.06], [0.21, 0.91, 0.86], [-0.40, -0.65, 0.17], [0.56, 0.90, 0.64], [-0.69, -0.29, 0.90], [0.27, -0.61, -0.97], [0.08, -0.03, 0.19], [0.61, -0.79, -0.26], [0.29, 0.27, -0.42], [0.19, -0.05, 0.71], [0.47, -0.50, -0.08], [-0.20, -0.86, -0.59], [-0.33, 0.23, -0.46], [-0.36, 0.25, -1.06], [0.43, -0.41, 0.21], [-0.09, 0.25, -0.03], [-0.01, 0.06, -0.35], [-0.30, -0.42, -0.15], [-0.56, -1.14, 1.59], [-0.26, 0.05, -0.36], [-0.02, -0.33, 0.29], [-0.13, -0.17, 0.26], [-0.10, -0.10, -0.29], [0.19, 0.05, -0.29], [0.73, 0.12, 0.06], [0.75, 1.06, 0.99], [-0.23, -1.20, -0.50], [0.32, -0.06, 0.08], [-0.44, -0.62, -0.03], [0.06, -0.31, -0.37], [-0.06, -0.47, -0.01], [0.30, 0.22, -0.97], [0.09, 0.07, 0.75], [-1.49, -1.14, -0.24], [0.15, 0.54, 0.41], [0.32, -0.12, -0.17], [-0.50, 0.22, 0.10]]
}

no.,F_max (eV/Å)
1,1.09
2,4.25